[1]
{"formula": "C4H14N2OS", "method": "ωB97M-V with the def2-TZVPD basis set", "symbols": ["C", "N", "C", "C", "S", "C", "N", "H", "H", "H", "H", "H", "H", "H", "H", "H", "H", "H", "H", "H", "H", "O"], "xyz": [[-2.413, 1.223, 0.099], [-2.220, -0.238, -0.271], [-0.847, -0.649, -0.347], [-0.154, -0.238, 0.975], [1.206, -1.393, 1.350], [-0.090, -0.028, -1.597], [1.213, -0.666, -1.870], [-2.136, 1.927, -0.728], [-1.847, 1.412, 0.984], [-3.503, 1.385, 0.397], [-2.771, -0.673, -0.930], [-0.738, -1.758, -0.661], [-0.926, -0.471, 1.778], [0.099, 0.822, 1.096], [1.661, -1.498, 0.084], [-0.727, 0.011, -2.524], [0.012, 0.980, -1.386], [2.011, -0.092, -1.525], [1.308, -0.811, -2.896], [2.043, 1.830, 0.221], [1.922, 2.819, 1.357], [1.547, 2.611, 0.417]], "mulliken_charge": [-0.785, -0.407, 0.158, -0.908, -0.248, -0.712, -0.543, 0.254, 0.261, 0.334, 0.274, 0.305, 0.400, 0.397, 0.151, 0.375, 0.252, 0.227, 0.240, 0.281, 0.340, -0.647], "smiles": "CN[C@@H](CN)CS.O", "lumo_energy_ev": 0.579, "fmax_ev_per_a": 3.53}

[2]
{"formula": "C47H41AsCl5N2O3ReS5", "method": "ωB97M-V with the def2-TZVPD basis set", "symbols": ["Re", "O", "C", "S", "C", "C", "S", "S", "S", "N", "S", "C", "C", "C", "C", "C", "C", "C", "C", "C", "C", "C", "C", "H", "H", "H", "H", "H", "H", "H", "H", "H", "H", "H", "C", "C", "O", "O", "H", "H", "H", "C", "C", "C", "C", "C", "C", "As", "N", "C", "C", "C", "C", "C", "C", "C", "C", "C", "C", "C", "C", "C", "C", "C", "C", "C", "C", "H", "H", "H", "H", "H", "H", "H", "H", "H", "H", "H", "H", "H", "H", "H", "H", "H", "H", "H", "H", "H", "H", "H", "H", "H", "H", "H", "Cl", "C", "C", "C", "Cl", "C", "Cl", "C", "Cl", "C", "Cl"], "xyz": [[-1.099, -0.038, 0.194], [-4.448, 5.468, 3.459], [-4.056, 4.742, 2.588], [-5.036, 4.172, 1.248], [-3.800, 3.176, 0.423], [-2.572, 3.181, 1.033], [-1.146, 2.433, 0.443], [-2.401, 4.123, 2.512], [-4.185, 2.365, -0.987], [-1.049, 0.045, 2.355], [-0.857, -0.822, 3.702], [-0.932, -2.550, 3.234], [0.094, -3.354, 3.703], [0.088, -4.704, 3.396], [-0.946, -5.232, 2.643], [-1.955, -4.415, 2.163], [-1.955, -3.062, 2.453], [-2.457, -0.637, 4.606], [-2.759, 0.655, 5.014], [-3.965, 0.924, 5.636], [-4.865, -0.104, 5.868], [-4.542, -1.398, 5.498], [-3.335, -1.671, 4.873], [-0.712, 0.985, 2.573], [0.889, -2.922, 4.292], [0.893, -5.340, 3.735], [-0.950, -6.282, 2.396], [-2.731, -4.825, 1.537], [-2.726, -2.415, 2.066], [-2.063, 1.456, 4.815], [-4.213, 1.940, 5.909], [-5.817, 0.104, 6.336], [-5.239, -2.205, 5.674], [-3.096, -2.683, 4.589], [0.503, -2.931, -1.740], [-0.264, -3.219, -0.442], [-0.422, -4.386, -0.107], [-0.680, -2.235, 0.254], [0.094, -3.529, -2.552], [1.547, -3.212, -1.600], [0.436, -1.879, -1.995], [0.046, 1.127, -7.544], [0.356, 1.421, -6.106], [1.576, 1.944, -5.716], [1.873, 2.194, -4.380], [3.185, 2.871, -4.087], [0.949, 1.852, -3.385], [1.405, 2.069, -1.449], [0.851, 0.522, -0.520], [1.562, 0.360, 0.657], [2.013, -0.914, 1.053], [2.605, -1.104, 2.283], [2.785, -0.043, 3.158], [2.405, 1.230, 2.760], [1.828, 1.437, 1.527], [3.305, 1.423, -1.456], [4.268, 2.124, -0.724], [3.988, 3.435, -0.041], [5.558, 1.618, -0.603], [5.928, 0.426, -1.196], [7.315, -0.130, -1.057], [4.975, -0.250, -1.942], [3.681, 0.227, -2.081], [2.741, -0.561, -2.939], [-0.338, 1.472, -3.790], [-1.456, 1.425, -2.809], [-0.609, 1.232, -5.128], [0.905, 1.326, -8.182], [-0.790, 1.741, -7.880], [-0.243, 0.082, -7.663], [2.322, 2.173, -6.467], [3.424, 3.566, -4.893], [3.999, 2.149, -4.010], [3.132, 3.429, -3.151], [1.857, -1.755, 0.396], [2.928, -2.097, 2.566], [3.217, -0.199, 4.136], [2.547, 2.075, 3.421], [1.492, 2.427, 1.233], [3.077, 3.898, -0.426], [4.822, 4.120, -0.190], [3.869, 3.275, 1.031], [6.286, 2.175, -0.029], [7.914, 0.476, -0.382], [7.811, -0.163, -2.027], [7.278, -1.147, -0.669], [5.248, -1.173, -2.435], [2.774, -0.209, -3.972], [1.721, -0.451, -2.584], [3.007, -1.617, -2.937], [-1.267, 0.691, -2.004], [-2.402, 1.160, -3.273], [-1.572, 2.400, -2.327], [-1.600, 0.905, -5.412], [-4.003, 0.789, 2.336], [-4.190, -0.417, 1.129], [-3.188, -0.610, 0.163], [-3.563, -1.525, -0.838], [-2.480, -1.764, -2.150], [-4.741, -2.257, -0.840], [-5.083, -3.381, -2.091], [-5.648, -2.095, 0.200], [-7.081, -3.034, 0.272], [-5.369, -1.156, 1.182], [-6.477, -0.941, 2.479]], "mulliken_charge": [0.219, -0.640, 0.606, -0.205, 0.229, -0.386, -0.236, -0.100, -0.353, -0.098, -0.075, 1.425, -0.778, -0.738, -0.628, -0.701, -0.288, 0.664, -0.762, -0.378, -0.449, -0.805, -0.258, 0.116, 0.457, 0.380, 0.394, 0.431, 0.433, 0.295, 0.419, 0.395, 0.403, 0.492, -0.821, 0.193, -0.678, -0.418, 0.425, 0.290, -0.269, -1.714, 0.833, -0.731, 0.708, -1.833, -0.144, 1.248, -0.005, 1.163, 0.051, -1.012, -0.860, -1.264, -0.443, 0.572, 0.104, -2.293, -0.895, 0.848, -1.613, -0.925, 1.394, -0.873, 0.320, 0.145, -1.046, 0.361, 0.362, 0.336, 0.384, 0.659, 0.254, 0.264, 0.176, 0.495, 0.402, 0.566, 0.693, 0.352, 0.611, 0.318, 0.343, 0.385, 0.309, 0.343, 0.462, 0.244, -0.953, 0.577, -0.800, 0.516, 0.326, 0.430, 0.280, 0.574, -0.518, 1.017, -0.184, -0.210, -0.229, 0.341, -0.229, -0.018, -0.174], "total_charge": -1, "lumo_energy_ev": [1.118, 1.344], "fmax_ev_per_a": 2.39, "spin_multiplicity": 4}

[3]
{"formula": "C4H11NO", "method": "ωB97M-V with the def2-TZVPD basis set", "symbols": ["C", "C", "C", "C", "N", "H", "H", "H", "H", "H", "H", "H", "H", "H", "H", "H", "O"], "xyz": [[2.260, 0.815, 0.483], [0.752, 0.684, 0.780], [-0.140, 0.295, -0.351], [-1.321, 0.891, -0.537], [0.309, -0.742, -1.192], [2.816, -0.094, 0.729], [2.408, 0.998, -0.584], [2.734, 1.640, 1.023], [0.646, 0.005, 1.628], [0.424, 1.643, 1.177], [-1.576, 1.823, -0.060], [-2.059, 0.499, -1.218], [-0.154, -1.649, -1.047], [1.297, -0.865, -1.338], [-2.830, -2.470, -0.453], [-2.402, -1.475, 0.631], [-3.165, -1.998, 0.330]], "mulliken_charge": [-1.588, -1.082, 0.331, -0.767, -1.476, 0.424, 0.278, 0.619, 0.798, 0.020, 0.397, 0.359, 0.517, 0.615, 0.651, 0.346, -1.442], "total_charge": -1, "lumo_energy_ev": [4.116, 3.924], "fmax_ev_per_a": 1.30, "spin_multiplicity": 2}